i.
# C3H4P2

C3H4P2 in the gas phase (ωB97M-V with the def2-TZVPD basis set, the Open Molecules 2025 dataset).

Atoms and positions in Å:
C -2.15 1.07 0.03
C 1.75 -1.13 -0.04
C 0.67 -0.19 0.35
P -1.23 -0.33 -0.24
P 1.95 0.77 -0.11
H -1.78 1.82 0.64
H -3.10 1.22 -0.29
H 2.27 -1.76 0.68
H 1.62 -1.48 -1.04

Properties
SMILES string: C=PC1=PC1
HOMO level: -8.8 eV
LUMO level: -0.0266 hartree

Okay, here come the Mulliken numbers, in e, for every atom: C -0.5737; C -0.5740; C 0.0304; P 0.0873; P -0.0258; H 0.2596; H 0.3162; H 0.2531; H 0.2269

ii.
# C3H4P2

C3H4P2 in the gas phase (ωB97M-V with the def2-TZVPD basis set, the Open Molecules 2025 dataset).

Atoms and positions in Å:
C -1.19 0.44 -1.56
C -0.83 0.62 -0.38
C 1.76 -0.67 1.81
P 0.18 -0.76 0.62
P 2.39 -1.03 0.30
H -2.00 0.95 -1.99
H -0.78 -0.49 -1.95
H -1.32 1.30 0.33
H 1.79 -0.36 2.82

Properties
SMILES string: C=CP1#P=C1
HOMO level: -8.1 eV
LUMO level: -0.0085 hartree

Okay, here come the Mulliken numbers, in e, for every atom: C -0.5126; C -0.2928; C -0.2470; P -0.0551; P -0.1137; H 0.2940; H 0.2096; H 0.2790; H 0.4386

It is ii that is the most stable of them.

i.
# C4H12N2

A gas-phase ion, C4H12N2 (charge +2) (ωB97M-V with the def2-TZVPD basis set, the Open Molecules 2025 dataset).

Atoms and positions in Å:
C 0.14 -0.80 -1.39
C -0.24 -0.44 0.01
C 0.10 0.98 0.31
C -0.26 2.50 2.16
N -0.66 1.66 1.29
N 0.51 -2.37 -1.44
H -0.86 -0.72 -1.88
H 0.87 -0.25 -1.98
H -1.21 -0.69 0.24
H 0.20 -0.97 0.99
H 1.21 0.76 0.57
H 0.21 1.52 -0.73
H 0.69 2.55 2.62
H -0.89 3.01 2.87
H -1.65 1.59 1.08
H 1.55 -2.62 -1.34
H 0.29 -2.76 -2.50
H 0.00 -2.95 -0.87

Properties
SMILES string: C=[NH+]CCC[NH3+]
HOMO level: -19.7 eV
LUMO level: -0.3192 hartree
Net charge: +2

Okay, here come the Mulliken numbers, in e, for every atom: C -0.5930; C -0.9010; C -0.6155; C -0.0562; N 0.0378; N -0.4654; H 0.3385; H 0.4624; H 0.6340; H 0.4395; H 0.3283; H 0.2957; H 0.3000; H 0.2975; H 0.3334; H 0.3973; H 0.4437; H 0.3230

ii.
# C4H12N2

2 unconnected molecules or ions with the total composition C4H12N2 (ωB97M-V with the def2-TZVPD basis set, the Open Molecules 2025 dataset).

Atoms and positions in Å:
C 0.88 -0.66 0.15
C -0.46 -0.22 0.42
C -0.04 1.26 0.08
C 0.65 1.93 1.04
N -0.60 2.05 -1.15
N -0.02 -2.96 -0.15
H 1.67 -0.93 0.86
H 1.30 -0.68 -0.84
H -1.03 -0.47 1.41
H -1.14 -0.69 -0.53
H 0.38 3.01 1.03
H 0.97 1.43 1.99
H -0.76 3.04 -0.80
H -0.11 2.14 -2.01
H -1.61 1.71 -1.22
H -0.45 -3.26 0.73
H 0.88 -3.32 -0.03
H -0.53 -3.40 -0.96

Properties
HOMO level: -18.6 eV
LUMO level: -0.3649 hartree
Net charge: +2

Okay, here come the Mulliken numbers, in e, for every atom: C -0.4265; C -0.0982; C 0.0768; C -0.6355; N -0.2883; N -0.7498; H 0.3694; H 0.3109; H 0.3528; H 0.3376; H 0.3008; H 0.3254; H 0.4340; H 0.3431; H 0.4459; H 0.2982; H 0.3119; H 0.2915

It is i that is the most stable of them.

i.
# C3H7FS3

A molecular structure, C3H7FS3 (ωB97M-V with the def2-TZVPD basis set, the Open Molecules 2025 dataset).

Atoms and positions in Å:
C -0.03 -0.73 -1.86
C -0.76 0.25 -1.01
C 0.11 0.34 0.89
F -2.04 -0.18 -0.73
S 1.84 0.44 0.62
S -0.37 1.91 1.49
S -0.47 -1.08 1.93
H -0.66 -1.54 -1.99
H 0.85 -1.12 -1.26
H 0.26 -0.35 -2.79
H -0.74 1.36 -1.30
H 2.11 -0.78 0.39
H 0.44 1.88 2.53
H -0.53 -0.40 3.11

Properties
HOMO level: -8.9 eV
LUMO level: 0.0184 hartree

Okay, here come the Mulliken numbers, in e, for every atom: C -0.8663; C 0.1141; C -0.1055; F -0.2789; S -0.0872; S -0.1950; S -0.1443; H 0.3499; H 0.1571; H 0.3138; H 0.3743; H 0.0883; H 0.1222; H 0.1577

ii.
# C3H7FS3

2 unconnected molecules or ions with the total composition C3H7FS3 (ωB97M-V with the def2-TZVPD basis set, the Open Molecules 2025 dataset).

Atoms and positions in Å:
C 1.98 -0.52 -0.12
C 1.42 0.49 0.79
C -1.39 0.03 -0.09
F 1.83 1.73 0.81
S -2.04 0.93 1.21
S -1.32 0.77 -1.72
S -1.45 -1.75 -0.03
H 1.32 -0.74 -0.94
H 2.38 -1.45 0.26
H 2.77 0.08 -0.62
H 0.87 0.24 1.61
H -1.39 1.99 0.72
H -2.28 0.29 -2.50
H -2.70 -2.11 0.61

Properties
HOMO level (spin up / spin down): -7.5 / -7.8 eV
LUMO level (spin up / spin down): -0.0315 / 0.0180 hartree

Okay, here come the Mulliken numbers, in e, for every atom: C -0.8256; C -0.2457; C -0.0013; F -0.2651; S -0.1356; S -0.1748; S -0.1954; H 0.2222; H 0.2684; H 0.3321; H 0.6000; H 0.1501; H 0.1286; H 0.1421

It is i that is the most stable of them.

i.
# C2H9N2O

2 unconnected molecules or ions with the total composition C2H9N2O (ωB97M-V with the def2-TZVPD basis set, the Open Molecules 2025 dataset).

Atoms and positions in Å:
C -0.89 1.50 1.29
O -0.18 0.42 1.84
H -0.23 2.37 1.18
H -1.42 1.22 0.37
H -1.70 1.68 2.02
N 0.57 -1.42 0.24
C 0.38 -1.33 -1.18
N 0.43 0.10 -1.69
H 1.40 -1.96 0.44
H 0.16 -0.34 1.15
H 1.11 -1.85 -1.80
H -0.68 -1.54 -1.42
H -0.24 0.60 -1.10
H 1.28 0.55 -1.34

Properties
HOMO level: -2.3 eV
LUMO level: 0.1633 hartree
Net charge: -1

Okay, here come the Mulliken numbers, in e, for every atom: C -0.6341; O -0.6823; H 0.1730; H 0.2716; H 0.2136; N -0.6685; C -0.4372; N -0.8930; H 0.0253; H 0.4470; H 0.3570; H 0.2690; H 0.2393; H 0.3192

ii.
# C2H9N2O

2 unconnected molecules or ions with the total composition C2H9N2O (ωB97M-V with the def2-TZVPD basis set, the Open Molecules 2025 dataset).

Atoms and positions in Å:
C 1.91 -1.16 -0.45
O 1.03 -0.45 -1.29
H 2.89 -0.67 -0.58
H 1.63 -0.99 0.61
H 1.91 -2.23 -0.66
N -0.85 1.85 -0.05
C -0.89 0.72 0.88
N -1.23 -0.57 0.31
H -0.42 1.43 -0.87
H -1.82 2.03 -0.27
H 0.06 0.49 1.39
H -1.60 0.88 1.69
H -2.07 -0.50 -0.28
H -0.54 -0.85 -0.42

Properties
HOMO level: -2.4 eV
LUMO level: 0.1668 hartree
Net charge: -1

Okay, here come the Mulliken numbers, in e, for every atom: C -0.5615; O -0.8813; H 0.1877; H 0.1460; H 0.1723; N -0.6938; C -0.4017; N -0.6887; H 0.3590; H 0.2360; H 0.2597; H 0.3391; H 0.2114; H 0.3158

It is ii that is the most stable of them.

i.
# C5H17N2O

2 unconnected molecules or ions with the total composition C5H17N2O (ωB97M-V with the def2-TZVPD basis set, the Open Molecules 2025 dataset).

Atoms and positions in Å:
C -1.27 0.40 0.37
C -1.25 -1.11 0.83
C -0.43 -1.89 -0.17
C 1.06 -1.84 -0.18
C 1.79 -0.64 -0.77
N 2.28 0.36 0.25
N -0.30 1.39 1.02
H -2.21 0.82 0.69
H -1.17 0.48 -0.72
H -2.32 -1.45 0.70
H -0.72 -1.20 1.79
H -0.80 -3.03 -0.21
H -0.77 -1.74 -1.21
H 1.36 -2.79 -0.62
H 1.21 -1.74 1.00
H 2.73 -1.05 -1.26
H 1.26 -0.06 -1.59
H 3.01 0.85 -0.23
H 2.59 -0.06 1.10
H -0.17 1.19 2.00
H -0.63 2.36 0.88
H 0.59 1.29 0.45
H -1.28 2.62 -1.98
H -2.60 2.19 -1.43
O -1.71 2.43 -1.13

Properties
HOMO level: -13.4 eV
LUMO level: -0.1050 hartree
Net charge: +1

Okay, here come the Mulliken numbers, in e, for every atom: C -0.9223; C -0.5218; C -0.8721; C -0.3055; C -0.5786; N -0.6113; N -0.2272; H 0.5617; H 0.4855; H 0.2905; H 0.3065; H 0.3597; H 0.4768; H 0.3392; H 0.0755; H 0.3569; H 0.2880; H 0.2231; H 0.2103; H 0.3445; H 0.4074; H 0.3318; H 0.3060; H 0.3269; O -0.6512

ii.
# C5H17N2O

2 unconnected molecules or ions with the total composition C5H17N2O (ωB97M-V with the def2-TZVPD basis set, the Open Molecules 2025 dataset).

Atoms and positions in Å:
N -2.01 -0.32 2.31
C -2.16 0.20 0.88
C -0.92 0.93 0.42
N -0.05 0.13 -0.44
C 0.39 0.93 -1.72
C 1.70 0.31 -2.22
C 2.87 0.40 -1.24
H -2.78 0.03 2.88
H -1.92 -1.36 2.29
H -1.16 0.09 2.69
H -2.24 -0.64 0.13
H -3.10 0.75 0.77
H -1.24 1.87 -0.08
H -0.37 1.58 1.20
H 0.81 -0.28 -0.12
H 0.56 1.92 -1.36
H -0.42 0.70 -2.40
H 1.97 0.92 -3.12
H 1.45 -0.76 -2.42
H 3.28 1.35 -0.93
H 3.66 -0.22 -1.76
H 2.82 -0.10 -0.28
H 0.01 -3.10 2.13
H -0.39 -2.51 0.78
O -0.76 -2.81 1.61

Properties
HOMO level: -12.8 eV
LUMO level: -0.1178 hartree
Net charge: +1

Okay, here come the Mulliken numbers, in e, for every atom: N -0.2298; C -0.6059; C -0.8085; N -0.2216; C -0.7245; C -0.4575; C -1.2013; H 0.3476; H 0.3610; H 0.3637; H 0.3288; H 0.3819; H 0.3908; H 0.4750; H 0.1540; H 0.4924; H 0.3269; H 0.3290; H 0.2832; H 0.3328; H 0.3084; H 0.3998; H 0.3505; H 0.3240; O -0.7007

It is i that is the most stable of them.

i.
# C19H27N2O4SeSi2V

A molecular structure, C19H27N2O4SeSi2V (ωB97M-V with the def2-TZVPD basis set, the Open Molecules 2025 dataset).

Atoms and positions in Å:
V -0.02 0.60 -1.23
O 3.33 -0.73 -3.23
C 2.08 -0.58 -2.72
O 1.81 0.48 -2.03
C 1.07 -1.47 -2.93
C 0.99 -2.60 -3.79
C -0.22 -3.18 -4.01
C -1.40 -2.62 -3.41
C -1.29 -1.57 -2.58
N -0.07 -1.02 -2.24
C -2.39 -0.77 -1.99
O -3.56 -1.09 -2.01
O -1.92 0.35 -1.47
H 3.83 0.05 -2.95
H 1.88 -2.95 -4.28
H -0.30 -4.03 -4.68
H -2.39 -2.99 -3.64
Se 0.13 3.12 -1.44
C -1.23 3.70 -0.22
C -2.50 3.13 -0.11
C -3.39 3.64 0.82
N -3.13 4.67 1.64
C -1.92 5.21 1.52
C -0.95 4.78 0.63
H -2.79 2.29 -0.73
H -4.37 3.19 0.92
H -1.71 6.05 2.18
H 0.01 5.26 0.59
C 2.78 -1.71 0.50
Si 2.15 -0.05 1.14
C 2.51 -0.03 3.00
C 3.22 1.37 0.49
C 0.34 0.14 0.75
Si -0.86 -1.09 1.49
C -2.62 -0.43 1.43
C -0.78 -2.79 0.69
C -0.54 -1.42 3.33
H 3.87 -1.74 0.53
H 2.46 -1.90 -0.53
H 2.40 -2.52 1.12
H 3.60 0.00 3.14
H 2.12 -0.89 3.54
H 2.10 0.88 3.47
H 3.78 1.82 1.31
H 2.62 2.15 0.02
H 3.94 1.02 -0.25
H 0.04 1.12 1.17
H -3.11 -0.59 0.47
H -2.63 0.65 1.63
H -3.23 -0.91 2.20
H -0.84 -2.76 -0.40
H -1.61 -3.40 1.05
H 0.15 -3.31 0.96
H -0.45 -0.50 3.90
H 0.36 -2.01 3.50
H -1.39 -1.99 3.73

Properties
Multiplicity: 2
HOMO level (spin up / spin down): -3.8 / -3.7 eV
Expectation value of S²: 0.906
LUMO level (spin up / spin down): 0.0857 / 0.0986 hartree
Net charge: -1

Okay, here come the Mulliken numbers, in e, for every atom: V -0.1832; O -0.6185; C 0.6629; O -0.3927; C -0.1679; C -0.8958; C -0.6082; C -0.3001; C -0.4423; N 0.6875; C 0.4296; O -0.7044; O -0.1180; H 0.3639; H 0.4740; H 0.3834; H 0.5391; Se -0.4090; C 0.0580; C -0.0506; C -0.3641; N -0.6647; C -0.3329; C -0.4302; H 0.4163; H 0.3921; H 0.3369; H 0.3595; C -0.9943; Si 0.2847; C -1.2924; C -1.0456; C 0.8072; Si 0.0793; C -0.9211; C -0.8300; C -1.3100; H 0.3871; H 0.2424; H 0.3108; H 0.3296; H 0.3509; H 0.3030; H 0.4480; H 0.1977; H 0.2634; H 0.3283; H 0.2576; H 0.1605; H 0.4095; H 0.1646; H 0.3890; H 0.3025; H 0.3396; H 0.2704; H 0.3467

ii.
# C19H27N2O4SeSi2V

A molecular structure, C19H27N2O4SeSi2V (ωB97M-V with the def2-TZVPD basis set, the Open Molecules 2025 dataset).

Atoms and positions in Å:
V 0.18 0.54 0.48
O 4.14 0.68 -0.38
C 2.94 0.41 0.18
O 1.95 1.21 -0.06
C 2.71 -0.62 1.06
C 3.59 -1.54 1.70
C 3.13 -2.28 2.74
C 1.78 -2.10 3.21
C 0.97 -1.25 2.56
N 1.37 -0.58 1.44
C -0.45 -0.88 2.87
O -1.10 -1.40 3.75
O -0.87 0.08 2.07
H 4.00 1.47 -0.92
H 4.61 -1.60 1.36
H 3.79 -2.98 3.25
H 1.41 -2.62 4.08
Se -1.28 2.58 -0.15
C -1.11 3.40 1.57
C -1.80 2.92 2.68
C -1.68 3.58 3.89
N -0.93 4.67 4.08
C -0.26 5.11 3.02
C -0.32 4.52 1.77
H -2.41 2.03 2.61
H -2.21 3.21 4.76
H 0.35 5.99 3.17
H 0.26 4.93 0.95
C -1.75 0.76 -3.22
Si -0.02 0.16 -2.79
C 0.54 -1.01 -4.16
C 1.17 1.60 -2.98
C 0.02 -0.73 -1.14
Si -1.29 -2.02 -0.86
C -2.90 -1.27 -0.24
C -1.78 -3.03 -2.39
C -0.66 -3.34 0.32
H -1.71 1.51 -4.02
H -2.25 1.21 -2.37
H -2.38 -0.06 -3.58
H 0.55 -0.47 -5.11
H -0.10 -1.88 -4.27
H 1.56 -1.35 -3.96
H 1.05 1.99 -3.99
H 2.20 1.25 -2.87
H 1.00 2.41 -2.27
H 0.99 -1.26 -1.12
H -3.12 -0.35 -0.79
H -2.86 -1.00 0.81
H -3.72 -1.97 -0.41
H -2.28 -2.42 -3.15
H -2.50 -3.79 -2.05
H -0.94 -3.55 -2.85
H -0.36 -2.93 1.29
H 0.21 -3.84 -0.11
H -1.43 -4.09 0.50

Properties
Multiplicity: 2
HOMO level (spin up / spin down): -3.8 / -3.8 eV
Expectation value of S²: 0.803
LUMO level (spin up / spin down): 0.0932 / 0.0906 hartree
Net charge: -1

Okay, here come the Mulliken numbers, in e, for every atom: V 0.0617; O -0.6026; C 0.7480; O -0.4130; C -0.2683; C -0.9087; C -0.4701; C -0.6298; C -0.2809; N 0.5637; C 0.6203; O -0.7432; O -0.1868; H 0.3561; H 0.4728; H 0.3979; H 0.4988; Se -0.3483; C 0.2490; C -0.1625; C -0.3586; N -0.6667; C -0.3165; C -0.3679; H 0.3663; H 0.3595; H 0.3335; H 0.3572; C -0.8315; Si 0.0930; C -1.1875; C -0.8650; C 0.7023; Si 0.3559; C -0.8766; C -1.2706; C -1.1031; H 0.3339; H 0.1613; H 0.2953; H 0.3257; H 0.3063; H 0.2807; H 0.3902; H 0.1512; H 0.2368; H 0.0846; H 0.2549; H 0.2505; H 0.4156; H 0.3046; H 0.3206; H 0.2907; H 0.2777; H 0.2783; H 0.3636

It is i that is the most stable of them.